2 unconnected molecules or ions with the total composition C4H11NO2 at a distorted geometry. Source: the Open Molecules 2025 dataset; level of theory: ωB97M-V with the def2-TZVPD basis set.

Last column: natural (NBO) charge in e.
Cartesian coordinates (Å):
C (-0.368, -1.832, -1.445)  -0.741
C (1.067, -1.204, -1.265)  0.696
N (1.697, -0.872, -2.367)  -0.754
O (1.321, -0.773, -0.139)  -0.644
H (-0.719, -2.202, -0.472)  0.254
H (-0.384, -2.763, -2.059)  0.217
H (-1.117, -1.062, -1.647)  0.256
H (2.634, -0.578, -2.470)  0.399
H (1.395, -1.227, -3.110)  0.365
C (-0.673, 2.374, 1.465)  -0.630
C (-0.748, 0.931, 2.108)  -0.058
O (-0.833, -0.033, 1.115)  -0.771
H (-1.036, 2.395, 0.418)  0.211
H (0.453, 2.549, 1.388)  0.195
H (-1.155, 3.094, 1.970)  0.197
H (-0.018, 0.790, 2.935)  0.153
H (-1.625, 0.781, 2.723)  0.155
H (0.111, -0.368, 0.853)  0.502

Properties
- HOMO energy: -9.198 eV
- Largest force on an atom: 9.1 eV Å⁻¹
- Kohn-Sham gap: 0.3638 Eh
- Multiplicity: 1
- SMILES: CC(N)=O.CCO
- E: -364.19633 Eh